{"formula": "C5H10O", "method": "ωB97M-V/def2-TZVPD", "homo_lumo_gap_ev": 11.0, "largest_force_ev_per_a": 0.4, "homo_ev": -10.036, "lumo_ev": 0.996, "smiles": "C[C@H]1C[C@H]1CO", "species": ["C", "C", "C", "C", "C", "O", "H", "H", "H", "H", "H", "H", "H", "H", "H", "H"], "coordinates": [[1.523, 0.018, -0.926], [0.045, 0.301, -1.071], [-0.979, -0.762, -0.799], [-0.940, 0.471, 0.064], [-0.645, 0.386, 1.561], [0.717, 0.365, 1.947], [2.095, 0.937, -0.764], [1.739, -0.653, -0.091], [1.896, -0.465, -1.836], [-0.175, 0.936, -1.929], [-1.807, -0.912, -1.487], [-0.614, -1.680, -0.338], [-1.720, 1.200, -0.153], [-1.065, 1.269, 2.050], [-1.172, -0.485, 1.979], [1.051, -0.530, 1.823]]}


{"formula": "C5H10O", "method": "ωB97M-V/def2-TZVPD", "homo_lumo_gap_ev": 9.3, "largest_force_ev_per_a": 0.5, "homo_ev": -8.427, "lumo_ev": 0.868, "species": ["C", "C", "C", "C", "C", "O", "H", "H", "H", "H", "H", "H", "H", "H", "H", "H"], "coordinates": [[-0.970, 0.062, -1.783], [-0.910, -0.591, -0.404], [0.363, -0.233, 0.347], [0.424, 1.222, 0.809], [1.501, -1.421, 2.130], [0.399, -1.095, 1.532], [-0.984, 1.156, -1.715], [-0.101, -0.222, -2.389], [-1.870, -0.247, -2.322], [-1.771, -0.292, 0.206], [-0.954, -1.682, -0.503], [1.243, -0.500, -0.255], [-0.224, 1.857, 0.198], [1.439, 1.625, 0.761], [0.078, 1.286, 1.844], [2.335, -0.928, 1.542]]}


{"formula": "C5H10O", "method": "ωB97M-V/def2-TZVPD", "homo_lumo_gap_ev": 9.6, "largest_force_ev_per_a": 2.5, "homo_ev": -8.632, "lumo_ev": 1.003, "smiles": "C=C(C)OCC", "species": ["C", "C", "C", "C", "C", "H", "H", "H", "H", "H", "H", "H", "H", "H", "H", "O"], "coordinates": [[-1.819, -0.253, 0.710], [-1.328, -0.158, -0.743], [0.995, -0.292, -0.241], [1.136, 1.206, -0.138], [1.921, -1.114, 0.263], [-1.600, -1.300, 1.195], [-2.921, -0.034, 0.757], [-1.284, 0.573, 1.372], [-1.888, -0.716, -1.500], [-1.209, 0.853, -1.096], [0.946, 1.566, -1.187], [0.332, 1.760, 0.428], [2.101, 1.523, 0.247], [1.844, -2.164, 0.100], [2.823, -0.631, 0.769], [-0.050, -0.819, -0.936]]}


{"formula": "C5H10O", "method": "ωB97M-V/def2-TZVPD", "homo_lumo_gap_ev": 11.2, "largest_force_ev_per_a": 0.4, "homo_ev": -10.128, "lumo_ev": 1.027, "smiles": "OC1CCCC1", "species": ["O", "C", "C", "C", "C", "C", "H", "H", "H", "H", "H", "H", "H", "H", "H", "H"], "coordinates": [[-2.076, 0.101, 0.571], [-1.033, 0.178, -0.393], [-0.187, -1.113, -0.441], [0.996, -0.838, 0.492], [1.323, 0.625, 0.179], [-0.062, 1.285, 0.073], [-2.697, -0.577, 0.277], [-1.459, 0.404, -1.382], [-0.781, -1.990, -0.158], [0.180, -1.278, -1.463], [1.839, -1.519, 0.335], [0.673, -0.932, 1.537], [1.962, 1.100, 0.930], [1.848, 0.685, -0.784], [-0.408, 1.610, 1.060], [-0.071, 2.161, -0.582]]}


{"formula": "C5H10O", "method": "ωB97M-V/def2-TZVPD", "homo_lumo_gap_ev": 9.8, "largest_force_ev_per_a": 4.9, "homo_ev": -8.709, "lumo_ev": 1.056, "species": ["C", "C", "C", "C", "O", "C", "H", "H", "H", "H", "H", "H", "H", "H", "H", "H"], "coordinates": [[2.081, 0.143, -0.092], [0.710, 0.528, 0.531], [-0.437, 0.092, -0.765], [-1.918, -0.263, -0.539], [-1.731, -1.044, 0.615], [-0.520, -0.382, 1.217], [2.106, 0.424, -1.166], [2.957, 0.651, 0.354], [2.275, -0.928, -0.025], [0.679, 1.640, 0.537], [-0.253, 0.993, -1.284], [0.035, -0.809, -1.155], [-2.382, -0.851, -1.362], [-2.583, 0.602, -0.364], [-0.956, 0.368, 1.848], [-0.015, -1.220, 1.638]]}


{"formula": "C5H10O", "method": "ωB97M-V/def2-TZVPD", "homo_lumo_gap_ev": 10.6, "largest_force_ev_per_a": 0.4, "homo_ev": -9.601, "lumo_ev": 0.977, "smiles": "CC(C)=O.C=C", "species": ["C", "C", "C", "C", "C", "O", "H", "H", "H", "H", "H", "H", "H", "H", "H", "H"], "coordinates": [[1.919, 0.484, 0.259], [1.474, 0.308, -0.981], [-1.133, -0.027, -0.366], [-0.933, -1.502, -0.082], [-0.956, 0.928, 0.794], [-1.522, 0.359, -1.448], [-0.047, 0.703, 1.356], [2.035, 1.479, 0.687], [2.131, -0.352, 0.927], [1.337, -0.685, -1.404], [1.164, 1.143, -1.606], [-0.799, -2.058, -1.013], [-0.102, -1.708, 0.601], [-1.854, -1.851, 0.396], [-0.897, 1.952, 0.416], [-1.817, 0.826, 1.462]]}


{"formula": "C5H10O", "method": "ωB97M-V/def2-TZVPD", "homo_lumo_gap_ev": [7.9, 7.9], "largest_force_ev_per_a": 0.3, "homo_ev": [-7.842, -7.843], "lumo_ev": [0.012, 0.014], "species": ["C", "C", "C", "C", "C", "O", "H", "H", "H", "H", "H", "H", "H", "H", "H", "H"], "coordinates": [[-0.525, 0.687, 2.033], [0.283, 0.206, 0.829], [-0.367, 0.557, -0.500], [1.271, -0.760, -1.554], [-1.149, -0.397, -1.172], [-0.635, -1.433, -1.648], [-1.507, 0.204, 2.065], [-0.002, 0.465, 2.971], [-0.688, 1.769, 1.982], [1.290, 0.653, 0.878], [0.444, -0.877, 0.897], [-0.760, 1.583, -0.515], [1.482, -1.828, -1.515], [1.195, -0.354, -2.556], [1.900, -0.192, -0.880], [-2.232, -0.283, -1.315]]}


{"formula": "C5H10O", "method": "ωB97M-V/def2-TZVPD", "homo_lumo_gap_ev": 9.0, "largest_force_ev_per_a": 0.4, "homo_ev": -7.899, "lumo_ev": 1.054, "species": ["C", "C", "C", "C", "C", "O", "H", "H", "H", "H", "H", "H", "H", "H", "H", "H"], "coordinates": [[2.182, 0.695, 0.584], [1.111, 0.208, -0.395], [-0.058, -0.034, 0.490], [-1.765, -1.497, -0.370], [-1.183, 0.871, 0.228], [-1.445, -0.149, -0.778], [2.313, -0.044, 1.380], [1.871, 1.638, 1.046], [3.135, 0.854, 0.076], [1.436, -0.741, -0.843], [0.953, 0.931, -1.213], [-2.452, -1.855, -1.135], [-0.871, -2.129, -0.353], [-2.220, -1.528, 0.622], [-1.019, 1.818, -0.307], [-1.988, 0.962, 0.967]]}


{"formula": "C5H10O", "method": "ωB97M-V/def2-TZVPD", "homo_lumo_gap_ev": [7.5, 8.0], "largest_force_ev_per_a": 1.1, "homo_ev": [-6.612, -6.998], "lumo_ev": [0.935, 1.048], "species": ["C", "O", "C", "C", "C", "C", "H", "H", "H", "H", "H", "H", "H", "H", "H", "H"], "coordinates": [[1.996, -0.236, 0.458], [1.137, 0.777, 0.228], [-0.011, 0.663, -0.349], [-0.921, 1.837, -0.264], [-0.498, -0.686, -0.753], [-0.505, -1.397, 0.609], [0.469, -1.095, 1.105], [2.107, -0.978, -0.328], [2.867, 0.089, 1.003], [-1.818, 1.596, 0.328], [-0.415, 2.683, 0.205], [-1.268, 2.127, -1.263], [-1.481, -0.607, -1.235], [0.170, -1.179, -1.472], [-0.429, -2.482, 0.557], [-1.401, -1.111, 1.172]]}


{"formula": "C5H10O", "method": "ωB97M-V/def2-TZVPD", "homo_lumo_gap_ev": 10.9, "largest_force_ev_per_a": 0.5, "homo_ev": -9.839, "lumo_ev": 1.043, "smiles": "CC(C)CC=O", "species": ["C", "C", "C", "C", "C", "O", "H", "H", "H", "H", "H", "H", "H", "H", "H", "H"], "coordinates": [[0.082, 0.909, -1.227], [0.411, -0.183, -0.207], [1.748, 0.098, 0.477], [-0.709, -0.314, 0.825], [-1.988, -0.898, 0.277], [-2.094, -1.420, -0.808], [0.872, 0.989, -1.981], [-0.007, 1.885, -0.731], [-0.859, 0.698, -1.743], [0.477, -1.140, -0.740], [2.012, -0.694, 1.187], [2.555, 0.174, -0.260], [1.712, 1.046, 1.030], [-0.406, -0.971, 1.656], [-0.942, 0.657, 1.286], [-2.864, -0.838, 0.959]]}


{"formula": "C5H10O", "method": "ωB97M-V/def2-TZVPD", "homo_lumo_gap_ev": 10.3, "largest_force_ev_per_a": 4.6, "homo_ev": -9.408, "lumo_ev": 0.934, "species": ["O", "C", "C", "C", "C", "C", "H", "H", "H", "H", "H", "H", "H", "H", "H", "H"], "coordinates": [[2.362, 0.427, 0.458], [1.569, -0.696, 0.542], [0.303, -0.300, -0.273], [-1.028, -0.962, 0.058], [-1.612, 0.323, -0.453], [-0.034, 1.210, -0.101], [1.512, 1.224, 0.203], [1.959, -1.609, 0.050], [1.274, -0.972, 1.579], [0.500, -0.416, -1.347], [-1.169, -1.098, 1.137], [-1.209, -1.896, -0.486], [-1.859, 0.318, -1.521], [-2.305, 0.879, 0.152], [-0.260, 1.605, 0.890], [-0.003, 1.964, -0.886]]}


{"formula": "C5H10O", "method": "ωB97M-V/def2-TZVPD", "homo_lumo_gap_ev": 8.7, "largest_force_ev_per_a": 0.7, "homo_ev": -8.866, "lumo_ev": -0.212, "species": ["C", "C", "C", "C", "O", "C", "H", "H", "H", "H", "H", "H", "H", "H", "H", "H"], "coordinates": [[-0.400, -2.427, -1.168], [0.349, -0.038, -0.544], [1.624, -0.167, 0.290], [-0.847, 0.359, 0.305], [-1.662, -0.440, 0.714], [-0.947, 1.834, 0.642], [-1.450, -2.104, -1.342], [-0.433, -2.651, -0.079], [0.220, -1.018, -1.105], [0.492, 0.692, -1.350], [1.484, -0.891, 1.100], [1.912, 0.795, 0.730], [2.449, -0.510, -0.338], [0.015, 2.231, 0.987], [-1.224, 2.395, -0.259], [-1.709, 1.984, 1.411]]}


{"formula": "C5H10O", "method": "ωB97M-V/def2-TZVPD", "homo_lumo_gap_ev": 10.6, "largest_force_ev_per_a": 0.3, "homo_ev": -9.536, "lumo_ev": 1.017, "smiles": "CC(=O)C(C)C", "species": ["C", "C", "C", "C", "O", "C", "H", "H", "H", "H", "H", "H", "H", "H", "H", "H"], "coordinates": [[-1.071, 0.692, -0.843], [-0.474, -0.369, 0.098], [-1.224, -0.414, 1.428], [0.991, 0.022, 0.313], [1.338, 0.586, 1.328], [2.008, -0.182, -0.801], [-0.582, 0.693, -1.823], [-0.955, 1.688, -0.400], [-2.138, 0.509, -1.000], [-0.537, -1.348, -0.402], [-1.091, 0.533, 1.961], [-0.845, -1.211, 2.075], [-2.294, -0.582, 1.267], [2.923, -0.601, -0.367], [1.671, -0.815, -1.626], [2.280, 0.801, -1.208]]}


{"formula": "C5H10O", "method": "ωB97M-V/def2-TZVPD", "homo_lumo_gap_ev": 9.5, "largest_force_ev_per_a": 0.3, "homo_ev": -8.382, "lumo_ev": 1.149, "smiles": "C/C=C/OCC", "species": ["C", "C", "O", "C", "C", "C", "H", "H", "H", "H", "H", "H", "H", "H", "H", "H"], "coordinates": [[-2.932, -0.214, 0.453], [-1.481, -0.254, 0.881], [-0.695, 0.245, -0.189], [0.644, 0.052, -0.053], [3.002, 0.221, -0.807], [1.535, 0.510, -0.927], [-3.578, -0.566, 1.264], [-3.086, -0.854, -0.421], [-3.224, 0.806, 0.189], [-1.317, 0.357, 1.781], [-1.176, -1.285, 1.116], [0.948, -0.530, 0.821], [3.214, -0.364, 0.095], [3.364, -0.356, -1.667], [3.599, 1.139, -0.758], [1.184, 1.092, -1.777]]}


{"formula": "C5H10O", "method": "ωB97M-V/def2-TZVPD", "homo_lumo_gap_ev": 9.9, "largest_force_ev_per_a": 3.9, "homo_ev": -8.793, "lumo_ev": 1.092, "species": ["C", "C", "C", "O", "C", "C", "H", "H", "H", "H", "H", "H", "H", "H", "H", "H"], "coordinates": [[-1.572, 0.637, -0.056], [-0.612, -0.122, 0.828], [-0.249, -1.522, 0.342], [1.088, -1.384, 0.745], [0.931, 0.069, 0.742], [1.489, 0.662, -0.538], [-1.687, 1.675, 0.262], [-2.556, 0.156, -0.010], [-1.243, 0.614, -1.099], [-0.914, -0.028, 1.882], [-0.425, -1.508, -0.988], [-0.693, -2.393, -0.090], [1.413, 0.514, 1.623], [2.577, 0.544, -0.565], [1.257, 1.730, -0.611], [1.067, 0.153, -1.411]]}